Below is a structure of composition C17H18FeO4 at a distorted geometry, with properties calculated with ωB97M-V with the def2-TZVPD basis set.

The geometry in XYZ format:
```
40
Properties=species:S:1:pos:R:3:mulliken_spin:R:1
Fe 0.237 1.400 2.439 2.70
O 0.662 0.234 -1.424 0.33
O -0.951 -0.732 0.520 0.01
O -1.718 -3.936 -3.846 0.08
O 2.198 -0.884 2.583 -0.03
C -1.629 1.076 2.997 0.09
C -0.930 -2.869 -3.571 0.30
C -0.409 2.972 3.566 0.19
C 1.382 2.676 -0.463 -0.03
C 1.006 -1.887 -2.514 0.21
C 0.415 -2.968 -3.121 -0.06
C 1.068 2.937 0.942 0.10
C 1.479 0.025 2.624 -0.02
C -1.461 2.479 2.727 -0.03
C -0.942 -0.509 -3.048 0.16
C 0.089 1.882 4.354 -0.03
C -1.539 -1.582 -3.644 -0.08
C 0.295 -0.631 -2.268 0.05
C -0.379 0.184 0.936 0.06
C -1.186 -5.270 -3.659 0.00
C -0.648 0.692 3.988 0.03
C 1.879 2.513 2.048 -0.08
H -0.107 4.015 3.649 0.00
H 2.009 -1.978 -2.105 0.00
H 2.068 3.196 2.894 0.00
H 1.897 1.710 -0.562 0.00
H -0.368 -5.465 -4.368 0.00
H -0.834 -5.426 -2.629 0.00
H -2.074 3.070 2.045 0.00
H 0.453 2.641 -1.043 0.00
H -2.512 -1.506 -4.135 0.00
H -2.033 -5.920 -3.871 0.00
H 0.949 -3.920 -3.216 0.00
H 2.022 3.476 -0.873 0.01
H -0.557 -0.286 4.440 0.00
H 0.397 3.798 1.105 -0.01
H 2.784 1.931 1.804 0.01
H -1.429 0.463 -3.049 0.00
H 0.848 1.945 5.129 0.00
H -2.432 0.454 2.619 0.01
```

## Properties
Energy relative to the best compared isomer or geometry (same formula, charge and spin): 50.0 kJ/mol
Maximum force: 7.2 eV/Å
Spin multiplicity: 5
Highest occupied orbital energy (spin up / spin down): -0.2099 / -0.2735 hartree
LUMO energy (spin up / spin down): 0.6 / -1.6 eV
Total energy: -60491.0847 eV
⟨S²⟩: 6.1671
Kohn-Sham gap (spin up / spin down): 6.29 / 5.83 eV